[1]
C40H54N4O3PTaTe as an isolated structure. Source: OMol25; level of theory: the ωB97M-V functional and the def2-TZVPD basis.

CARTESIAN COORDINATES (ANGSTROEM)
1 Ta -0.21544 -0.28341 0.14704
2 Te -2.07650 -1.05590 2.10988
3 P 0.10984 -1.89406 2.48890
4 O 0.97144 -0.74809 3.12905
5 O 0.65647 -1.97916 1.03687
6 O 0.33591 -3.17925 3.30190
7 N 0.45369 -1.36365 -1.53954
8 N -1.94220 -0.13947 -1.04891
9 N 1.73308 0.50276 0.17999
10 N -0.68276 1.72053 0.62979
11 C 0.04103 -4.09831 -4.07693
12 C -0.65544 -4.03307 3.99507
13 C 1.45879 2.52035 1.51019
14 C -0.70237 3.65953 1.91336
15 C 2.86851 -0.20055 -0.23413
16 C 0.53635 -3.11737 -3.05981
17 C -5.60460 0.70154 -1.32564
18 C -3.16398 4.35263 1.64805
19 C 1.81401 -2.88234 -2.65666
20 C 2.86225 -1.28016 -1.08433
21 C 3.07180 -3.54602 -3.12655
22 C -4.66684 -1.85807 -2.98800
23 C -1.95839 2.27856 0.66912
24 C 0.12043 6.04998 1.94552
25 C 4.83245 2.11219 3.12834
26 C -6.37064 0.18270 -0.10549
27 C 1.77691 0.69971 4.86202
28 C -0.17768 -3.46021 -5.45207
29 C -0.29770 -2.18731 -2.36270
30 C -3.05834 1.76322 0.02870
31 C 5.44821 -0.03441 -0.02316
32 C -0.18635 4.78767 2.75463
33 C -4.56274 -1.43202 -4.45565
34 C 0.76286 -0.35607 4.53008
35 C -0.73052 -5.35818 3.29557
36 C 4.05096 0.41569 0.26838
37 C -1.97058 3.47055 1.45069
38 C -3.06672 0.64706 -0.76353
39 C -4.22417 0.12726 -1.41864
40 C 0.09461 2.60007 1.38575
41 C -3.83477 -0.98725 -2.09685
42 C 4.54779 2.50274 1.67613
43 C -1.65845 -2.10066 -2.48870
44 C -2.43230 -1.14023 -1.88659
45 C 3.66472 1.51780 0.97068
46 C 2.24138 1.56684 0.91782
47 C 3.81490 -2.73553 -4.19210
48 C 1.76490 -1.80573 -1.71274
49 C 5.97137 0.49884 -1.36030
50 C -3.47922 5.20910 0.41721
51 H -5.83906 0.41562 0.82047
52 H -1.60739 -3.50309 4.00312
53 H 3.19461 -2.59102 -5.07741
54 H -0.92545 5.00877 3.52728
55 H -6.14606 0.45665 -2.24078
56 H -4.37150 -2.90306 -2.87146
57 H 5.54313 2.80152 3.58242
58 H -3.99426 2.29147 0.14859
59 H 2.78863 0.31571 4.73693
60 H -0.26195 0.00728 4.62275
61 H 3.91932 2.13196 3.72613
62 H 5.98230 1.58981 -1.36809
63 H -4.90392 -0.40388 -4.58552
64 H -6.49719 -0.89999 -0.15506
65 H 5.49589 -1.12556 -0.00751
66 H -5.70483 -1.81102 -2.65613
67 H 2.81995 -4.52991 -3.52315
68 H 3.72719 -3.73419 -2.27230
69 H 1.65369 1.00854 5.90102
70 H -0.78832 6.47210 1.51515
71 H 0.75727 -4.91658 -4.15560
72 H -0.89493 -2.63808 -5.40253
73 H 0.75377 -3.05693 -5.85103
74 H 5.34284 0.17189 -2.19148
75 H -0.55721 -4.19511 -6.16058
76 H -2.98224 4.99536 2.51049
77 H 0.23632 -5.85910 3.29878
78 H -0.28129 -4.10217 5.01201
79 H -1.06683 -5.23963 2.26528
80 H -1.44871 -5.99249 3.81789
81 H 6.09704 0.29697 0.78905
82 H -2.62816 5.83351 0.14336
83 H -4.33103 5.85983 0.60980
84 H -3.71881 4.59471 -0.45272
85 H -5.16976 -2.07350 -5.09298
86 H 1.64271 1.57806 4.22949
87 H 0.70727 4.46940 3.29494
88 H 4.09954 3.49782 1.64185
89 H 0.80753 5.83664 1.12430
90 H 3.81999 -1.72460 -1.31758
91 H 5.48353 2.58957 1.12160
92 H -7.35889 0.63655 -0.04430
93 H 4.09353 -1.74712 -3.82112
94 H 6.98565 0.14927 -1.54788
95 H -3.53085 -1.48220 -4.80971
96 H -2.15018 -2.80407 -3.14630
97 H 0.57511 6.80986 2.57962
98 H 1.95798 3.29562 2.07389
99 H -0.88705 -4.55537 -3.72418
100 H -4.03307 3.74426 1.91191
101 H -5.55607 1.79251 -1.30135
102 H 4.72482 -3.24999 -4.49757
103 H 0.88989 -1.24928 5.14122
104 H 5.24955 1.10582 3.19326

Summary:
ΔE to the lowest compared entry with this formula, charge and spin, kcal per mole: 0.00
LUMO energy, eV: -6.8
HOMO-LUMO gap, hartree: 0.206
Charge: +2
HOMO, eV: -12.4


[2]
A 3-piece molecular cluster, C40H55BCl2N4O6 overall. Source: OMol25; level of theory: the ωB97M-V functional and the def2-TZVPD basis.

CARTESIAN COORDINATES (ANGSTROEM)
1 Cl -1.86705 -2.20546 -3.14325
2 Cl -1.77383 -5.02053 0.31310
3 O 0.02297 3.66805 -1.72419
4 O 2.90540 -4.74740 -5.50714
5 O -1.57058 -5.45330 -3.64615
6 O -2.07409 5.05751 4.46551
7 O 0.00492 -3.06209 2.20890
8 O -1.86446 -8.18144 -1.89292
9 N -1.16531 6.03769 4.64108
10 N -2.64422 -9.26357 -4.03244
11 N -1.23965 3.23740 -1.74639
12 N 0.64870 -1.90269 0.21712
13 C 0.77511 -9.36297 -4.35535
14 C -1.17258 1.89920 0.39716
15 C -3.20575 7.30089 5.45327
16 C -1.57886 6.41830 7.10422
17 C 2.63416 -7.72352 -5.04364
18 C 0.52770 -4.53405 -2.74851
19 C -2.33435 -3.24433 -1.73438
20 C 2.82131 -3.37187 -2.64594
21 C -2.12657 2.89058 1.04884
22 C 1.00674 -2.75666 -0.91927
23 C -1.71136 6.97367 5.67121
24 C -2.55363 1.12087 -1.59778
25 C 0.15762 5.39343 4.94939
26 C -1.36025 -3.94520 -1.05872
27 C -1.00248 8.35363 5.55179
28 C 1.89492 -4.32962 -3.29469
29 C 6.59308 -4.26488 -2.88945
30 C -0.38970 -5.60813 -3.46457
31 C -0.11708 0.96553 -1.64521
32 C 4.26812 -3.23762 -3.24436
33 C 2.27583 -5.18138 -4.57129
34 C -1.94817 4.27546 0.44690
35 C 0.23064 4.84812 6.38641
36 C -0.19430 5.87555 7.42879
37 C -3.85638 -3.26862 -1.39018
38 C 0.39153 -6.88293 -3.96447
39 C 2.38744 -2.58419 -1.47268
40 C -0.12753 -8.26197 -3.86853
41 C 7.52979 -5.53167 -3.06353
42 C 0.49186 4.25098 3.97006
43 C -3.57561 4.08021 -1.44677
44 C 5.04154 -4.61206 -2.90276
45 C 1.31428 6.39791 4.74269
46 C -1.77335 5.69975 -1.60429
47 C -2.08620 4.28114 -1.08435
48 C -1.26674 1.86700 -1.14326
49 C 0.43288 -2.64038 1.22068
50 C 1.74273 -6.66918 -4.52928
51 C 2.11124 -9.13174 -4.94359
52 C 0.11079 -3.73284 -1.57889
53 B -1.58253 -8.58530 -3.24341
54 H 6.77724 -3.59112 -3.78691
55 H 1.24874 4.51377 6.60905
56 H -1.84038 5.74248 -2.69485
57 H -0.15161 2.15614 0.70139
58 H 3.64352 -7.48502 -5.48250
59 H 4.25170 -3.07817 -4.35543
60 H 2.28059 5.88869 4.77739
61 H -0.09599 0.92486 -2.73768
62 H 1.35966 7.17041 5.51048
63 H -2.68178 4.95359 0.89396
64 H 0.53197 6.69060 7.48950
65 H 7.18490 -6.20996 -3.88886
66 H 1.50501 3.87757 4.13584
67 H -4.38966 -3.68210 -2.30365
68 H 0.41131 -10.42432 -4.25888
69 H -3.52798 8.07997 6.14985
70 H 7.61012 -6.04660 -2.06055
71 H 1.24291 6.88378 3.76604
72 H -2.48558 6.42416 -1.20224
73 H -4.18461 -2.18501 -1.30885
74 H 4.67794 -5.03207 -1.91329
75 H 8.57000 -5.14375 -3.29416
76 H -3.85536 6.44157 5.62761
77 H -3.70694 3.97965 -2.52746
78 H -3.16093 2.55203 0.94281
79 H -1.69703 9.14508 5.26090
80 H -0.20990 5.40518 8.41596
81 H -0.53871 8.66191 6.49187
82 H -4.02630 3.21435 -0.96185
83 H 0.86245 1.29705 -1.29536
84 H -3.15023 0.77226 -0.75056
85 H -0.40766 3.96286 6.48510
86 H -2.32175 0.24628 -2.20949
87 H -0.24896 -0.05508 -1.27713
88 H -0.78162 6.04584 -1.30780
89 H -0.23805 8.37682 4.77725
90 H 6.81640 -3.71330 -1.93305
91 H -4.11445 -3.82248 -0.45239
92 H -1.83454 7.19753 7.82950
93 H 2.78613 -9.93928 -5.32869
94 H -2.08532 -9.01168 -1.43039
95 H 0.43315 4.58946 2.93173
96 H -1.92633 2.93561 2.12319
97 H -3.55520 -9.13753 -3.57072
98 H -3.19760 1.72513 -2.23461
99 H -0.96410 4.66092 0.73720
100 H -3.38529 7.66684 4.43898
101 H 4.76941 -5.38130 -3.68879
102 H -2.30678 5.61421 7.25830
103 H 3.13354 -1.85920 -1.04473
104 H 4.86883 -2.43159 -2.72449
105 H -4.17105 4.94038 -1.13016
106 H -0.17158 3.39197 4.08812
107 H -1.36304 0.90015 0.80311
108 H -2.43711 -10.25662 -4.16404

Summary:
Multiplicity: 3
LUMO energy (spin up / spin down), eV: -0.7 / -0.7
HOMO-LUMO gap (spin up / spin down), hartree: 0.283 / 0.304
HOMO (spin up / spin down), eV: -8.4 / -9.0


Here are the calculated electronic energy numbers, same order: -2667.53770; -3172.67792 (Ha).